C33H31N9O8PmSb | ωB97M-V with the def2-TZVPD basis set

The geometry in XYZ format:
```
83
Properties=species:S:1:pos:R:3
Pm 0.07 0.46 0.47
C -2.71 2.82 0.26
C -2.14 3.00 1.63
C -2.82 3.74 2.60
C -2.25 3.90 3.85
C -1.00 3.35 4.08
C -0.38 2.63 3.07
N -0.95 2.44 1.88
Sb 1.65 1.81 3.21
C 2.09 2.74 1.21
C 3.33 3.36 1.16
C 3.80 3.83 -0.05
C 3.01 3.66 -1.17
C 1.77 3.05 -1.05
C 0.89 2.87 -2.24
N 1.32 2.60 0.13
C 0.88 -0.27 3.50
C 1.23 -0.81 4.73
C 1.03 -2.17 4.94
C 0.53 -2.93 3.89
C 0.19 -2.30 2.70
C -0.35 -3.10 1.55
N 0.35 -0.99 2.52
H -3.42 3.61 0.02
H -1.90 2.80 -0.47
H -3.23 1.86 0.22
H -3.78 4.16 2.37
H -2.76 4.46 4.61
H -0.50 3.49 5.03
H 3.92 3.44 2.07
H 4.77 4.30 -0.12
H 3.35 3.99 -2.15
H 1.18 3.54 -3.05
H 0.96 1.84 -2.60
H -0.15 3.07 -1.97
H 1.67 -0.18 5.49
H 1.29 -2.63 5.88
H 0.41 -3.99 3.99
H 0.15 -4.07 1.49
H -1.42 -3.28 1.70
H -0.20 -2.55 0.61
O 3.50 -1.17 2.23
C 2.96 -0.85 1.18
O 2.26 0.23 1.04
C 3.11 -1.65 -0.09
C 4.21 -2.44 -0.30
C 4.43 -3.04 -1.56
C 3.62 -2.73 -2.63
C 2.53 -1.90 -2.44
C 2.14 -1.46 -1.13
O 0.97 -1.00 -0.92
N 1.75 -1.47 -3.54
O 1.67 -2.19 -4.52
O 1.23 -0.36 -3.47
N 5.54 -3.92 -1.75
O 6.26 -4.14 -0.80
O 5.68 -4.42 -2.85
H 4.91 -2.60 0.50
H 3.84 -3.11 -3.62
O -1.15 0.82 -1.59
C -1.53 0.32 -2.65
C -2.43 1.07 -3.60
C -3.76 0.28 -3.61
C -4.04 -0.56 -2.34
C -3.42 -1.98 -2.33
C -1.91 -1.95 -2.05
N -1.35 -0.98 -2.96
H -2.01 1.13 -4.61
H -2.58 2.09 -3.23
H -3.79 -0.39 -4.48
H -4.57 0.99 -3.74
H -5.12 -0.68 -2.26
H -3.70 -0.03 -1.45
H -3.59 -2.46 -3.30
H -3.92 -2.58 -1.57
H -1.45 -2.93 -2.20
H -1.72 -1.61 -1.02
H -1.56 -1.20 -3.93
N -4.19 -3.40 3.69
C -3.98 -2.51 2.99
N -3.82 -1.52 2.19
C -2.85 -0.96 1.65
N -2.07 -0.32 1.04
```

As for the electronic energy: -3219.43876 a.u. The highest occupied orbital energy (spin up / spin down) comes out at -8.63 / -8.65 eV. Its total charge is 0. Its spin multiplicity is 5. The lowest unoccupied orbital energy (spin up / spin down) comes out at -0.3 / -0.3 eV. The expectation value of S² is 6.004. The calculation puts the energy relative to the best compared isomer or geometry (same formula, charge and spin) at 0.0 kJ/mol. Its gap between HOMO and LUMO (spin up / spin down) is 8.295 / 8.306 eV.

Listed below, in e, are the Mulliken charges computed for each atom:
1 Pm -0.07
2 C -0.71
3 C 0.69
4 C -0.94
5 C -0.41
6 C -1.24
7 C 0.42
8 N 0.43
9 Sb 0.81
10 C 0.17
11 C -0.82
12 C -0.59
13 C -0.98
14 C 0.91
15 C -1.00
16 N 0.30
17 C -0.02
18 C -0.89
19 C -0.62
20 C -0.94
21 C 0.68
22 C -0.78
23 N 0.91
24 H 0.59
25 H -0.35
26 H 0.15
27 H 0.48
28 H 0.43
29 H 0.48
30 H 0.43
31 H 0.44
32 H 0.48
33 H 0.63
34 H -0.01
35 H 0.01
36 H 0.45
37 H 0.41
38 H 0.52
39 H 0.55
40 H 0.18
41 H -0.32
42 O -0.73
43 C -0.22
44 O 0.23
45 C 0.46
46 C -0.46
47 C -0.65
48 C -0.37
49 C -0.94
50 C 0.63
51 O 0.36
52 N 0.93
53 O -0.65
54 O -0.53
55 N 1.05
56 O -0.64
57 O -0.65
58 H 0.61
59 H 0.62
60 O 0.65
61 C -0.60
62 C -1.02
63 C -0.81
64 C 0.16
65 C -1.08
66 C 0.30
67 N 0.14
68 H 0.39
69 H 0.39
70 H 0.31
71 H 0.46
72 H 0.48
73 H -0.33
74 H 0.37
75 H 0.49
76 H 0.34
77 H -0.44
78 H 0.44
79 N -0.59
80 C 0.47
81 N -0.83
82 C 0.77
83 N -0.37

---

CH3Br2P | ωB97M-V with the def2-TZVPD basis set

The geometry in XYZ format:
```
7
Properties=species:S:1:pos:R:3
C 0.74 0.30 0.14
P -0.06 -1.06 1.09
Br -2.73 1.50 -0.86
Br -0.45 -2.48 -0.50
H -0.27 0.83 -0.19
H 1.43 0.04 -0.63
H 1.34 0.86 0.95
```

As for the electronic energy: -5529.20774 a.u. The highest occupied orbital energy (spin up / spin down) comes out at -9.90 / -8.02 eV. Its total charge is 0. The lowest unoccupied orbital energy (spin up / spin down) comes out at -1.1 / -3.8 eV. The calculation puts the energy relative to the best compared isomer or geometry (same formula, charge and spin) at 320.0 kJ/mol. Its gap between HOMO and LUMO (spin up / spin down) is 8.777 / 4.183 eV.

Listed below, in e, are the natural (NBO) charges computed for each atom:
1 C -1.01
2 P 0.54
3 Br -0.05
4 Br -0.22
5 H 0.25
6 H 0.24
7 H 0.24

---

C20H60F6N24O16Ti | ωB97M-V with the def2-TZVPD basis set

The geometry in XYZ format:
```
127
Properties=species:S:1:pos:R:3
Ti 0.80 -1.11 3.04
C -1.76 -0.99 5.45
O -2.09 0.21 4.61
O -0.45 -1.40 5.15
C -1.98 -0.79 7.02
F -1.49 -1.73 7.82
F -1.51 0.39 7.37
F -3.26 -0.82 7.44
C -3.12 1.11 4.92
C -3.32 1.88 3.57
H -3.67 2.89 3.77
H -2.45 1.77 2.93
H -4.15 1.46 3.00
H -2.66 1.84 5.60
H -3.97 0.61 5.38
H -2.53 -1.74 5.25
C 0.27 -0.84 -0.35
O -0.46 0.26 0.29
O 0.24 -1.99 0.53
C -0.06 -0.97 -1.93
F 0.62 0.05 -2.51
F 0.29 -2.13 -2.46
F -1.28 -0.71 -2.07
C -0.17 1.52 -0.15
C -0.70 2.51 0.82
H -0.19 3.47 0.83
H -1.78 2.46 0.91
H -0.25 2.05 1.71
H -0.78 1.58 -1.05
H 0.90 1.72 -0.23
H 1.32 -0.59 -0.22
C -5.46 0.12 -2.02
O -5.95 1.11 -1.52
N -5.95 -0.61 -2.99
N -4.23 -0.24 -1.92
H -5.57 -1.50 -3.30
H -6.89 -0.32 -3.18
H -3.71 0.18 -1.16
H -3.85 -0.97 -2.50
C -0.54 -5.63 -0.50
O -1.09 -6.67 -0.87
N -1.20 -4.56 -0.19
N 0.72 -5.37 -0.46
H -2.17 -4.64 -0.46
H -0.69 -3.74 0.10
H 1.11 -4.46 -0.27
H 1.30 -6.15 -0.74
C -0.13 2.30 -5.07
O -0.12 3.22 -4.29
N -1.01 2.17 -5.97
N 0.91 1.46 -5.23
H -1.66 2.93 -6.10
H -0.98 1.44 -6.66
H 1.71 1.46 -4.62
H 0.98 0.91 -6.08
C 3.06 3.46 -2.15
O 4.08 3.19 -1.61
N 2.70 3.19 -3.39
N 2.01 3.93 -1.48
H 3.24 2.71 -4.10
H 1.77 3.44 -3.70
H 2.12 4.15 -0.50
H 1.11 4.21 -1.84
C -3.09 -3.10 -3.73
O -2.65 -2.35 -4.58
N -4.32 -3.61 -3.81
N -2.51 -3.60 -2.64
H -4.86 -3.38 -4.64
H -4.53 -4.39 -3.20
H -3.03 -3.99 -1.86
H -1.57 -3.28 -2.46
C 4.18 -1.24 -2.83
O 3.33 -1.42 -3.60
N 4.00 -0.47 -1.81
N 5.43 -1.31 -3.13
H 4.84 -0.21 -1.32
H 3.17 0.11 -1.84
H 6.24 -1.13 -2.55
H 5.57 -1.65 -4.08
C -3.79 -1.41 1.20
O -4.99 -1.47 1.53
N -3.04 -0.48 1.48
N -3.11 -2.21 0.50
H -3.31 0.28 2.08
H -2.12 -0.56 1.07
H -3.40 -3.07 0.06
H -2.10 -2.17 0.60
C 1.02 -3.93 -5.08
O 0.74 -4.68 -6.01
N 1.80 -4.16 -4.09
N 0.57 -2.71 -5.07
H 2.28 -5.04 -4.21
H 2.04 -3.41 -3.45
H 0.45 -2.30 -4.16
H -0.20 -2.47 -5.67
C -0.27 5.94 2.22
O -0.69 6.80 1.51
N 0.86 5.38 1.99
N -0.90 5.24 3.11
H 1.43 5.68 1.21
H 1.24 4.70 2.64
H -0.37 4.69 3.76
H -1.80 5.65 3.34
C 3.56 -2.86 2.50
O 2.97 -2.10 3.17
N 3.19 -3.19 1.31
N 4.73 -3.34 2.84
H 2.25 -2.94 1.05
H 3.82 -3.71 0.72
H 5.19 -4.03 2.26
H 5.04 -3.15 3.78
C 4.18 3.30 1.92
O 4.09 3.59 3.07
N 3.29 2.57 1.28
N 5.11 3.74 1.11
H 2.42 2.31 1.72
H 3.43 2.39 0.30
H 5.12 3.36 0.18
H 5.73 4.45 1.48
C 1.07 1.81 4.19
O 1.41 0.99 3.35
N 0.09 1.75 5.01
N 1.59 2.97 4.44
H -0.49 0.92 5.06
H -0.04 2.51 5.66
H 2.51 3.28 4.15
H 1.26 3.46 5.26
```

As for the electronic energy: -4764.93611 a.u. The highest occupied orbital energy (spin up / spin down) comes out at -1.34 / -6.07 eV. Its total charge is -1. Its spin multiplicity is 4. The lowest unoccupied orbital energy (spin up / spin down) comes out at 1.5 / 1.5 eV. The expectation value of S² is 3.752. Its gap between HOMO and LUMO (spin up / spin down) is 2.883 / 7.551 eV.

Atomic partial charges in e from the Mulliken method, atoms 1 to 99:
1 Ti 0.36
2 C -0.21
3 O 0.29
4 O -0.95
5 C 0.64
6 F -0.31
7 F -0.27
8 F -0.32
9 C -0.36
10 C -0.87
11 H 0.48
12 H -0.31
13 H 0.32
14 H 0.23
15 H 0.50
16 H 0.38
17 C -0.86
18 O 1.85
19 O -0.86
20 C 0.02
21 F 0.28
22 F -0.05
23 F 0.00
24 C 0.13
25 C -0.79
26 H 0.09
27 H 0.36
28 H -0.20
29 H 0.22
30 H -0.26
31 H 0.35
32 C 0.69
33 O -0.72
34 N -0.34
35 N -0.05
36 H 0.19
37 H 0.21
38 H -0.19
39 H 0.07
40 C 0.56
41 O -0.79
42 N -0.05
43 N -0.22
44 H 0.12
45 H -0.12
46 H 0.12
47 H 0.19
48 C 0.83
49 O -0.73
50 N -0.42
51 N -0.27
52 H 0.26
53 H 0.14
54 H -0.04
55 H 0.18
56 C 0.37
57 O -0.70
58 N -0.36
59 N -0.10
60 H 0.26
61 H 0.10
62 H 0.06
63 H 0.21
64 C 0.37
65 O -0.64
66 N -0.39
67 N 0.04
68 H 0.31
69 H 0.12
70 H 0.11
71 H -0.19
72 C 0.69
73 O -0.62
74 N 0.01
75 N -0.48
76 H 0.18
77 H -0.22
78 H 0.15
79 H 0.23
80 C 0.84
81 O -0.86
82 N 0.65
83 N 0.31
84 H -0.60
85 H -0.38
86 H 0.21
87 H -0.33
88 C 0.27
89 O -0.79
90 N -0.16
91 N -0.33
92 H 0.23
93 H 0.06
94 H 0.27
95 H 0.26
96 C 0.68
97 O -0.69
98 N -0.24
99 N -0.26

---

C6H15O | ωB97M-V with the def2-TZVPD basis set

The geometry in XYZ format:
```
22
Properties=species:S:1:pos:R:3
C -0.63 1.87 -0.99
C 0.21 -1.74 -2.07
C -0.54 -0.62 -1.37
C -0.10 0.75 -1.89
H -1.73 1.92 -0.97
H -0.28 2.83 -1.38
H -0.26 1.74 0.03
H 0.04 -2.72 -1.61
H 1.29 -1.55 -2.00
H -0.01 -1.84 -3.14
H -0.29 -0.67 -0.30
H -1.62 -0.77 -1.44
H 0.99 0.78 -1.81
H -0.45 0.91 -2.91
C 0.50 0.41 2.26
O 1.12 0.09 1.11
C -0.37 -0.69 2.87
H -0.11 1.35 2.21
H 1.24 0.63 3.08
H -0.76 -0.40 3.86
H 0.18 -1.63 2.98
H -1.26 -0.97 2.28
```

As for the electronic energy: -312.82450 a.u. The highest occupied orbital energy comes out at -2.42 eV. Its total charge is -1. The lowest unoccupied orbital energy comes out at 4.2 eV. The calculation puts the energy relative to the best compared isomer or geometry (same formula, charge and spin) at 14.3 kJ/mol. Its gap between HOMO and LUMO is 6.606 eV.

Listed below, in e, are the natural (NBO) charges computed for each atom:
1 C -0.61
2 C -0.60
3 C -0.44
4 C -0.39
5 H 0.17
6 H 0.18
7 H 0.26
8 H 0.19
9 H 0.20
10 H 0.17
11 H 0.28
12 H 0.16
13 H 0.21
14 H 0.16
15 C -0.01
16 O -0.96
17 C -0.63
18 H 0.06
19 H 0.06
20 H 0.16
21 H 0.18
22 H 0.17

---

C4H4N2S2 | ωB97M-V with the def2-TZVPD basis set

The geometry in XYZ format:
```
12
Properties=species:S:1:pos:R:3
C -1.72 0.48 -0.03
C -2.20 -0.82 -0.05
C -0.32 0.36 -0.01
C 0.66 1.34 0.07
N -1.21 -1.70 -0.02
N -0.10 -1.00 -0.02
S 4.50 -0.47 0.13
S 2.28 0.96 -0.25
H -2.28 1.40 -0.03
H -3.22 -1.17 -0.08
H 0.80 -1.47 0.03
H 2.81 2.08 0.27
```

As for the electronic energy: -1060.50409 a.u. The highest occupied orbital energy (spin up / spin down) comes out at -8.67 / -8.78 eV. Its total charge is 0. The lowest unoccupied orbital energy (spin up / spin down) comes out at -2.2 / -2.4 eV. The calculation puts the energy relative to the best compared isomer or geometry (same formula, charge and spin) at 555.1 kJ/mol. Its gap between HOMO and LUMO (spin up / spin down) is 6.433 / 6.382 eV.

Listed below, in e, are the natural (NBO) charges computed for each atom:
1 C -0.19
2 C -0.08
3 C -0.10
4 C -0.19
5 N -0.17
6 N -0.29
7 S -0.25
8 S 0.22
9 H 0.24
10 H 0.22
11 H 0.42
12 H 0.16